Here is one molecule with the formula C6H5NO4S2 from the OMol25 dataset. Energies are from ωB97M-V/def2-TZVPD.

* energy relative to the best compared isomer or geometry (same formula, charge and spin): 34.7 kcal per mole
* E: -37648.15598 eV
* HOMO energy (alpha / beta): -9.10 / -9.10 eV

Element x y z (Å)
C  -2.429220  0.658103  0.165000
C  -1.452740  0.664123  -0.966985
C  -2.170959  -0.237706  1.179199
C  -0.404271  -0.239373  -0.983381
C  -1.050333  -1.055171  1.188123
C  -0.197149  -1.082617  0.033348
N  2.654054  2.164668  -0.335729
O  2.545078  3.353508  -0.561140
O  2.619122  -0.125304  0.196322
O  3.134208  -2.403198  -0.604936
O  0.797327  -2.021124  0.005508
S  2.248035  1.280398  0.905867
S  2.144501  -1.420553  -0.804594
H  -3.239307  1.278906  0.180605
H  -1.578221  1.430289  -1.805776
H  -2.851018  -0.429392  1.978849
H  0.158342  -0.195784  -1.836236
H  -0.927457  -1.619771  2.065948

Cartesian forces, eV/Å:
4.453 -1.562 -2.809
-2.843 1.496 1.786
0.362 -0.340 -0.342
-2.278 2.089 -0.390
0.571 0.788 -2.416
-1.627 -1.186 3.778
0.599 1.332 -2.980
-0.077 -0.386 1.054
0.728 -1.153 0.657
0.769 -0.656 0.481
1.689 0.337 -0.181
-1.110 -0.766 1.333
-1.188 0.697 -0.333
-1.958 1.540 -0.106
0.170 -1.352 1.282
-0.490 0.477 0.526
1.584 -0.255 -1.917
0.645 -1.100 0.576

Calculated atomic charges, method natural (NBO), unit e:
1 C -0.21
2 C -0.16
3 C -0.20
4 C -0.34
5 C -0.24
6 C 0.27
7 N -0.17
8 O -0.32
9 O -0.95
10 O -0.85
11 O -0.66
12 S 0.91
13 S 1.80
14 H 0.21
15 H 0.23
16 H 0.22
17 H 0.23
18 H 0.23


Here is one molecule with the formula C3H6ClNOS from the OMol25 dataset. Energies are from ωB97M-V/def2-TZVPD.

* SMILES string: CSNC(=O)CCl
* energy relative to the best compared isomer or geometry (same formula, charge and spin): 52.7 kcal per mole
* E: -30101.18284 eV
* HOMO energy: -9.21 eV

Element x y z (Å)
C  -0.786958  -0.346222  -1.745850
S  0.966442  -0.274381  -1.232467
N  0.823318  -1.070295  0.165793
C  0.391957  -0.427701  1.351747
O  0.100263  -1.093237  2.285296
C  0.491149  1.249498  1.281792
Cl  -1.180676  1.610973  0.773051
H  -1.188874  -1.431928  -1.313896
H  -1.060132  -0.366999  -2.964911
H  -1.426634  0.592803  -1.564866
H  0.858760  -2.114011  0.410647
H  0.872022  1.846650  2.173336
H  1.139364  1.824849  0.380328

Cartesian forces, eV/Å:
-2.825 -1.300 -2.880
-0.578 0.048 -2.473
-0.399 -1.240 3.655
2.438 2.036 -1.661
-0.614 0.159 1.299
1.608 0.706 -1.780
-0.321 0.715 0.745
0.661 3.260 -1.015
1.620 -0.481 2.880
1.103 -1.775 0.767
-0.032 1.830 -1.368
-1.190 -1.474 -0.537
-1.470 -2.486 2.368

Calculated atomic charges, method natural (NBO), unit e:
1 C -0.84
2 S 0.47
3 N -0.85
4 C 0.71
5 O -0.56
6 C -0.52
7 Cl -0.05
8 H 0.25
9 H 0.23
10 H 0.24
11 H 0.42
12 H 0.25
13 H 0.26


Here is C38H53IrO3P2SSb as an isolated structure from the OMol25 dataset. Energies are from ωB97M-V/def2-TZVPD.

* E: -85172.79723 eV
* charge: +3
* HOMO energy: -16.49 eV

Element x y z (Å)
Ir  -0.472784  0.676001  -0.578448
O  -0.350765  -0.823838  0.859710
P  0.709013  -0.653345  2.025618
C  2.327725  -0.951857  1.275824
P  2.624114  0.037446  -0.219152
O  1.333823  -0.072439  -1.072311
C  3.016858  1.693245  0.291072
C  2.294839  2.783295  -0.186770
C  2.651083  4.067456  0.198641
C  3.731467  4.262259  1.047472
C  4.462693  3.176304  1.516915
C  4.110297  1.892499  1.139267
C  3.972982  -0.684468  -1.105144
C  3.954175  -2.059332  -1.372344
C  4.995086  -2.639859  -2.070765
C  6.053317  -1.852606  -2.514963
C  6.074977  -0.489876  -2.257130
C  5.034273  0.101885  -1.557509
C  0.665863  0.980774  2.733560
C  -0.366353  1.869693  2.428258
C  -0.385066  3.131910  3.001105
C  0.612213  3.502381  3.892428
C  1.635824  2.617575  4.208118
C  1.665878  1.358558  3.633441
C  0.465640  -1.902863  3.251953
C  0.324163  -1.585269  4.602972
C  0.184738  -2.605028  5.533454
C  0.174795  -3.927906  5.118988
C  0.298366  -4.245933  3.769696
C  0.443874  -3.236162  2.837720
H  2.318742  -2.003320  0.972376
H  3.130167  -0.819117  2.004830
H  1.483470  2.634072  -0.891192
H  2.101378  4.919375  -0.179199
H  4.019686  5.265964  1.330699
H  5.313568  3.333563  2.165983
H  4.698996  1.052644  1.493208
H  3.124739  -2.677527  -1.046171
H  4.991078  -3.703136  -2.267876
H  6.860047  -2.306092  -3.075227
H  6.903328  0.114613  -2.599947
H  5.050797  1.167815  -1.372637
H  -1.194100  1.566264  1.800102
H  -1.190074  3.817075  2.772052
H  0.584659  4.479022  4.357424
H  2.408019  2.907930  4.907600
H  2.471305  0.677841  3.887316
H  0.309745  -0.554653  4.931657
H  0.078906  -2.363686  6.582113
H  0.067597  -4.719260  5.848816
H  0.284448  -5.281674  3.455470
H  0.540985  -3.484667  1.786145
C  -1.307520  -4.716266  -0.754983
C  -2.404039  -3.701228  -0.499340
C  -2.947571  -3.728118  0.915365
Sb  -1.726182  -1.684368  -1.095295
C  -1.040708  -1.840162  -3.122358
C  -1.330074  -0.472574  -3.563965
C  0.397918  -2.295766  -3.334614
C  -3.572070  -0.582491  -1.290839
C  -4.078485  -0.049918  0.046001
C  -4.600101  -1.474594  -1.990668
H  -1.728081  -5.716467  -0.618222
H  -0.486757  -4.612131  -0.044109
H  -0.915635  -4.675983  -1.770784
H  -3.205949  -3.759333  -1.243431
H  -2.154625  -3.658378  1.643458
H  -3.452396  -4.684886  1.077335
H  -3.678618  -2.944122  1.109135
H  -1.707045  -2.599927  -3.555252
H  -0.845691  0.011936  -2.675606
H  -2.392777  -0.252013  -3.649413
H  -0.843490  -0.145726  -4.483620
H  1.099387  -1.596222  -2.881239
H  0.606661  -2.332728  -4.404997
H  0.588907  -3.289988  -2.929048
H  -3.284585  0.248309  -1.929676
H  -4.418922  -0.855859  0.696449
H  -4.936462  0.604305  -0.123905
H  -3.319033  0.526774  0.580033
H  -5.001156  -2.224493  -1.306333
H  -4.207021  -1.988978  -2.871513
H  -5.446399  -0.868957  -2.323173
C  -0.532311  4.696758  -2.040858
C  -2.002137  4.406136  -2.299314
S  -2.273341  2.648638  -2.532307
O  -1.827871  2.043738  -1.156280
C  -4.071606  2.552658  -2.493644
C  -4.710168  2.908966  -1.160971
H  -0.406274  5.769396  -1.902546
H  0.094543  4.387964  -2.878128
H  -0.195091  4.197497  -1.132221
H  -2.350485  4.856523  -3.232589
H  -2.636934  4.735624  -1.477620
H  -4.293066  1.527898  -2.796797
H  -4.385523  3.212587  -3.307122
H  -4.237974  2.375137  -0.336644
H  -5.759964  2.620287  -1.195990
H  -4.673868  3.977006  -0.957539

Cartesian forces, eV/Å:
-0.515 -1.974 0.854
0.819 0.592 0.820
-0.280 0.006 -0.178
-0.035 0.010 -0.102
0.122 -0.119 0.034
-0.213 0.388 0.062
0.083 0.008 -0.040
0.038 -0.017 0.021
-0.039 0.000 -0.006
0.012 -0.006 -0.007
-0.008 0.000 -0.010
-0.047 0.002 0.047
-0.020 -0.050 -0.019
-0.017 -0.031 0.032
-0.005 0.013 -0.016
-0.013 0.007 -0.014
-0.022 0.016 -0.008
-0.001 0.018 -0.008
-0.062 -0.018 -0.034
-0.092 -0.010 0.196
0.028 -0.020 0.027
0.004 0.031 -0.015
0.015 -0.003 0.016
0.090 0.003 -0.126
-0.123 0.083 -0.018
-0.074 0.033 0.041
-0.013 0.049 -0.013
0.001 -0.014 -0.003
-0.026 -0.051 -0.027
0.069 -0.177 -0.048
0.091 -0.006 0.047
-0.021 0.001 0.019
-0.023 -0.007 -0.036
0.004 0.001 0.006
-0.013 -0.003 0.010
0.001 0.003 -0.006
0.000 0.004 -0.012
0.015 -0.006 0.018
-0.019 0.008 -0.023
0.026 -0.009 0.047
-0.015 0.005 -0.023
0.012 -0.002 0.028
-0.002 -0.035 -0.048
-0.014 -0.009 0.017
0.013 0.005 -0.019
-0.004 -0.007 0.008
-0.011 0.001 0.013
0.023 -0.006 0.000
0.000 0.003 -0.001
0.004 0.000 -0.002
0.007 0.030 -0.004
0.036 -0.029 -0.003
-0.135 -0.161 -0.094
0.655 0.402 0.711
-0.418 -0.197 -0.237
-0.426 0.662 -0.596
-0.262 -2.325 -0.332
0.600 1.280 -0.038
0.059 0.136 0.220
-0.177 -0.548 0.162
-0.063 -0.192 0.009
-0.047 0.126 0.024
0.005 0.008 0.011
-0.014 0.024 -0.028
0.022 0.025 0.004
0.076 0.065 -0.047
0.292 0.085 0.261
0.011 0.007 -0.018
0.003 -0.003 -0.005
-0.031 0.061 0.033
-0.452 1.290 -1.415
0.069 0.067 0.076
0.144 -0.197 0.008
0.037 0.011 -0.030
-0.054 0.013 -0.013
-0.037 0.013 -0.003
0.067 -0.314 0.175
0.042 -0.009 0.018
0.025 -0.265 0.086
-0.041 -0.009 0.026
0.009 0.005 -0.020
-0.002 0.051 -0.021
-0.052 -0.025 -0.004
0.007 -0.047 -0.045
-0.010 0.018 0.099
-0.099 0.022 -0.098
0.593 0.403 -0.065
-0.036 0.087 -0.037
0.092 0.171 0.050
0.000 0.002 -0.014
-0.002 0.001 0.000
-0.019 0.036 0.022
-0.020 0.004 0.005
-0.011 0.012 -0.015
-0.103 0.192 -0.095
-0.023 -0.027 -0.024
-0.030 0.276 -0.161
-0.021 0.027 0.001
-0.013 0.018 -0.037

Calculated atomic charges, method Mulliken, unit e:
1 Ir 3.91
2 O -1.12
3 P 0.98
4 C -1.14
5 P 1.33
6 O -0.76
7 C 0.54
8 C -0.05
9 C -0.69
10 C -0.72
11 C -0.93
12 C -0.53
13 C 0.49
14 C -0.47
15 C -0.90
16 C -0.55
17 C -0.82
18 C -0.51
19 C 0.51
20 C -0.62
21 C -0.89
22 C -0.72
23 C -0.85
24 C -0.27
25 C 0.44
26 C -0.49
27 C -0.76
28 C -0.61
29 C -0.69
30 C -0.64
31 H 0.69
32 H 0.70
33 H 0.42
34 H 0.46
35 H 0.46
36 H 0.49
37 H 0.51
38 H 0.22
39 H 0.46
40 H 0.42
41 H 0.45
42 H 0.44
43 H 0.54
44 H 0.51
45 H 0.48
46 H 0.50
47 H 0.51
48 H 0.41
49 H 0.46
50 H 0.44
51 H 0.47
52 H 0.10
53 C -1.25
54 C 0.30
55 C -1.18
56 Sb 0.17
57 C 0.30
58 C -1.19
59 C -1.41
60 C 2.69
61 C -1.46
62 C -1.58
63 H 0.47
64 H 0.12
65 H 0.37
66 H 0.63
67 H 0.15
68 H 0.48
69 H 0.26
70 H 0.75
71 H 0.20
72 H 0.17
73 H 0.54
74 H 0.14
75 H 0.50
76 H 0.30
77 H -2.33
78 H 0.32
79 H 0.35
80 H 0.19
81 H 0.46
82 H 0.42
83 H 0.46
84 C -0.95
85 C -0.50
86 S 0.35
87 O -0.88
88 C -0.31
89 C -1.32
90 H 0.50
91 H 0.38
92 H 0.02
93 H 0.51
94 H 0.29
95 H 0.19
96 H 0.69
97 H 0.28
98 H 0.43
99 H 0.38